# 1
{"formula": "C34H83CdF6N5O12PS3", "method": "ωB97M-V/def2-TZVPD", "charge": -1, "e_tot_ha": -4824.9722, "spin_multiplicity": 1, "largest_force_ev_per_a": 4.49, "orbital_gap_ev": 7.5, "symbols": ["Cd", "S", "O", "O", "O", "O", "P", "F", "F", "F", "F", "F", "F", "C", "C", "N", "C", "C", "C", "C", "H", "H", "H", "H", "H", "H", "H", "H", "H", "H", "H", "H", "H", "H", "H", "C", "C", "N", "C", "C", "C", "C", "H", "H", "H", "H", "H", "H", "H", "H", "H", "H", "H", "H", "H", "H", "H", "C", "C", "N", "C", "C", "C", "C", "H", "H", "H", "H", "H", "H", "H", "H", "H", "H", "H", "H", "H", "H", "H", "C", "C", "N", "C", "C", "C", "C", "H", "H", "H", "H", "H", "H", "H", "H", "H", "H", "H", "H", "H", "H", "H", "C", "C", "N", "C", "C", "C", "C", "H", "H", "H", "H", "H", "H", "H", "H", "H", "H", "H", "H", "H", "H", "H", "C", "C", "O", "S", "O", "O", "O", "H", "H", "H", "H", "C", "C", "O", "S", "O", "O", "O", "H", "H", "H", "H"], "coordinates": [[-30.575569, -11.336614, -4.511823], [-28.019506, -10.597558, -4.263336], [-28.664770, -11.864560, -4.695172], [-27.034630, -10.028560, -5.167700], [-29.282555, -9.804463, -4.125977], [-27.291603, -10.803612, -3.010189], [-30.685165, -15.054306, -5.117492], [-29.914629, -14.751816, -6.491961], [-32.046276, -15.184849, -6.016823], [-30.257208, -16.607377, -5.185792], [-31.584180, -15.439482, -3.830039], [-29.421008, -14.756322, -4.157334], [-31.057987, -13.467784, -4.872603], [-32.329576, -18.371313, -11.599910], [-32.158295, -18.405693, -10.088120], [-31.398819, -17.277949, -9.575371], [-31.048764, -17.471818, -8.160560], [-29.938775, -18.464328, -7.861301], [-32.006905, -15.977272, -9.860604], [-33.418351, -15.819210, -9.205623], [-32.821792, -17.463994, -11.967126], [-33.125317, -19.053801, -11.924468], [-31.441001, -18.560140, -12.196203], [-33.128916, -18.474991, -9.573527], [-31.694069, -19.364040, -9.844993], [-30.733228, -16.535353, -7.707923], [-32.012226, -17.775879, -7.731032], [-29.626348, -18.356438, -6.822058], [-30.244105, -19.492785, -8.063659], [-29.010564, -18.266264, -8.401918], [-32.003557, -15.776400, -10.932465], [-31.389016, -15.192443, -9.419535], [-33.230542, -16.025088, -8.154473], [-34.125170, -16.528237, -9.626973], [-33.706714, -14.779945, -9.357065], [-29.654875, -11.977329, -7.979834], [-31.134655, -11.873271, -7.568281], [-31.344712, -10.906826, -6.442017], [-30.762842, -9.564176, -6.747132], [-31.240794, -8.878464, -8.020503], [-32.828807, -10.746211, -6.267356], [-33.602166, -12.006553, -6.004029], [-29.439902, -12.734266, -8.726700], [-29.101325, -12.246022, -7.075741], [-29.223751, -11.031663, -8.304748], [-31.716128, -11.427151, -8.386855], [-31.561184, -12.853427, -7.401061], [-29.685376, -9.693232, -6.834527], [-30.949128, -8.878201, -5.922438], [-30.768866, -7.895407, -7.959638], [-32.319991, -8.830514, -8.123596], [-30.786915, -9.343121, -8.898039], [-32.985524, -10.052438, -5.439203], [-33.263587, -10.300375, -7.166915], [-33.399661, -12.827760, -6.692821], [-33.369152, -12.498830, -5.058437], [-34.679233, -11.861275, -6.096815], [-27.275174, -17.587720, 0.883819], [-28.459173, -18.291312, 0.228788], [-29.344137, -17.374171, -0.474774], [-30.449267, -18.079957, -1.147170], [-31.315171, -18.895265, -0.184803], [-28.798234, -16.506429, -1.511375], [-28.111988, -17.190391, -2.704627], [-26.847204, -18.189255, 1.691912], [-27.570142, -16.718329, 1.478494], [-26.512129, -17.344312, 0.148456], [-28.044376, -18.963491, -0.539821], [-28.945527, -18.908900, 0.978403], [-31.009811, -17.339550, -1.719342], [-30.051885, -18.793087, -1.885652], [-32.255207, -19.211249, -0.644523], [-30.754808, -19.825580, -0.056860], [-31.570229, -18.484031, 0.789576], [-28.055084, -15.822543, -1.068973], [-29.463933, -15.690780, -1.798708], [-27.529792, -16.450946, -3.249487], [-28.933493, -17.446302, -3.380254], [-27.608090, -18.127844, -2.476826], [-27.150925, -17.251558, -6.279688], [-25.772316, -16.616019, -6.027774], [-24.904867, -16.779536, -7.219153], [-23.652933, -16.066363, -6.951588], [-22.791796, -16.020659, -8.223186], [-24.654551, -18.208229, -7.472733], [-25.212559, -18.581116, -8.856369], [-27.419464, -17.153833, -7.327739], [-27.840697, -16.694400, -5.651076], [-27.111096, -18.324646, -6.090772], [-25.929060, -15.547190, -5.859889], [-25.251645, -16.948145, -5.117204], [-23.902227, -15.034902, -6.690280], [-23.169273, -16.458654, -6.044186], [-23.375460, -15.750679, -9.105530], [-22.018810, -15.260266, -8.105078], [-22.363559, -16.980136, -8.520072], [-25.078188, -18.865335, -6.710593], [-23.606314, -18.520527, -7.489676], [-24.955634, -19.605979, -9.144067], [-24.954996, -17.881948, -9.650957], [-26.307755, -18.597703, -8.884012], [-32.213941, -8.746928, -2.936863], [-32.702964, -10.175120, -2.606350], [-31.650545, -11.196573, -2.586859], [-30.685614, -10.857431, -1.507900], [-29.559012, -11.882657, -1.363089], [-32.252886, -12.537268, -2.258086], [-32.896500, -12.645818, -0.869850], [-31.453118, -8.745257, -3.723453], [-31.690555, -8.287136, -2.099731], [-33.026424, -8.104408, -3.272593], [-33.141821, -10.036784, -1.613669], [-33.469486, -10.436337, -3.335177], [-30.312983, -9.872909, -1.784783], [-31.194806, -10.745545, -0.546140], [-28.636877, -11.458552, -0.982236], [-29.912086, -12.613229, -0.623957], [-29.319234, -12.441926, -2.265441], [-31.568451, -13.358652, -2.445863], [-33.056507, -12.694487, -2.980429], [-33.673814, -11.908973, -0.673921], [-32.226679, -12.629773, -0.011068], [-33.367550, -13.632308, -0.867756], [-33.109375, -18.736102, -5.159769], [-32.529241, -18.988738, -3.812316], [-33.655985, -19.142408, -2.951782], [-34.890838, -19.791075, -3.757433], [-36.055677, -18.970634, -3.658422], [-35.017196, -21.178260, -3.445145], [-34.227945, -19.632727, -5.238038], [-32.416736, -18.962970, -5.965958], [-33.495567, -17.715270, -5.227330], [-31.902214, -18.163761, -3.481456], [-31.998916, -19.945114, -3.744086], [-27.234080, -15.835915, -9.870354], [-28.599366, -15.140439, -10.109968], [-28.333929, -13.820605, -10.556514], [-26.751462, -13.503446, -10.723935], [-26.290700, -12.744039, -9.599253], [-26.486711, -13.080905, -12.069836], [-26.343498, -15.110638, -10.681220], [-27.225088, -16.889110, -10.135510], [-26.926602, -15.707107, -8.826666], [-29.153920, -15.092663, -9.173906], [-29.136469, -15.742799, -10.842070]], "forces_ev_per_a": [[-2.794, -0.590, 0.711], [4.160, 0.601, 1.568], [2.606, -2.947, -1.392], [-1.304, 0.108, -1.418], [0.587, 3.722, 0.923], [-1.250, -0.058, 0.589], [-0.044, -0.096, 0.993], [0.458, 0.300, 0.456], [0.251, -0.423, 0.125], [-0.379, -0.161, -0.747], [-0.274, 0.144, 0.436], [0.059, -0.334, -0.668], [-0.676, -0.764, -0.711], [-1.554, 0.170, -0.497], [-0.003, -0.036, -0.298], [1.367, -0.044, -0.519], [-0.448, 0.199, -0.519], [0.025, -0.276, -0.081], [-0.638, -0.144, 0.751], [1.528, 0.046, -0.646], [0.584, 0.401, 0.268], [0.436, -0.623, 0.271], [0.181, 0.043, 0.237], [-0.266, 0.093, -0.193], [0.441, 0.239, 0.170], [-0.340, 0.213, -0.223], [0.308, -0.102, 0.905], [-0.363, -0.197, 0.133], [0.139, -0.050, 0.081], [-0.249, 0.102, -0.418], [-0.159, -0.168, -0.021], [0.195, -0.155, 0.045], [-0.541, 0.176, 0.187], [-0.258, 0.174, 0.039], [-0.438, -0.095, 0.154], [-0.086, 0.014, 1.174], [0.758, 1.172, -1.199], [-1.862, 0.017, -1.219], [0.046, -0.168, -0.549], [0.858, -0.193, -0.060], [0.155, 0.187, -0.249], [-0.063, -1.422, 0.103], [-0.360, -0.014, -0.107], [0.187, -0.084, -0.087], [-0.163, -0.016, -0.232], [-0.020, -0.257, -0.259], [0.126, -0.021, 0.593], [0.013, 0.092, 0.382], [0.001, -0.348, 0.289], [-0.469, 0.207, -0.170], [0.009, 0.301, -0.090], [-0.298, -0.111, -0.089], [0.035, 0.188, -0.090], [0.139, 0.127, -0.017], [0.127, 0.291, -0.353], [-0.125, 0.385, 0.262], [0.036, 0.334, 0.295], [-0.140, 0.011, 0.800], [1.133, 0.471, -0.992], [-1.967, 0.190, -0.385], [-0.113, 0.006, 0.948], [0.085, -0.924, -0.605], [2.707, 1.155, 1.144], [-1.834, 0.303, -0.454], [0.219, -0.497, -0.483], [-0.212, 0.351, -0.630], [0.083, 0.238, 0.182], [0.104, -0.508, 0.274], [-0.585, 0.236, -0.151], [-0.108, 0.109, 0.227], [0.013, -0.066, -0.094], [0.028, 0.191, -0.162], [-0.232, -0.079, 0.528], [0.331, 0.424, -0.079], [0.302, -0.571, 0.417], [-0.835, -0.804, -0.370], [0.396, -0.239, 0.121], [0.280, -0.228, -0.282], [0.422, 0.278, 0.163], [1.042, 0.230, 0.487], [-0.269, 0.282, -1.007], [0.405, -0.174, 1.471], [-0.306, 0.321, -0.936], [0.071, -0.025, 0.149], [-0.266, -0.314, -1.227], [-0.821, -0.637, 0.034], [-0.041, 0.323, 0.016], [-0.440, -0.562, -0.040], [-0.393, 0.024, 0.343], [0.097, 0.061, -0.258], [-0.247, -0.442, 0.031], [-0.170, -0.006, -0.098], [0.416, -0.245, -0.280], [-0.338, 0.316, 0.296], [0.213, -0.233, -0.078], [0.296, -0.009, 0.415], [-0.305, 0.171, 0.087], [0.244, 0.656, 0.173], [0.356, 0.119, -0.050], [0.516, 0.017, 0.158], [-0.033, 0.155, 0.384], [0.847, -0.391, -0.467], [-0.022, 1.455, 0.048], [-0.625, -0.987, 1.484], [0.917, 0.547, -0.628], [-0.733, -0.492, 0.742], [-0.862, 0.631, 0.038], [-0.052, -0.601, -0.062], [-0.093, -0.110, -0.122], [-0.294, 0.063, 0.138], [-0.158, -0.079, 0.201], [-0.329, -0.594, -0.012], [-0.084, -0.344, 0.145], [0.395, -0.136, 0.085], [-0.267, -0.002, -0.093], [-0.011, 0.248, -0.194], [0.186, -0.167, -0.088], [0.069, 0.250, -0.188], [0.383, 0.233, 0.176], [-0.002, 0.028, -0.071], [-0.042, 0.031, -0.201], [0.288, 0.020, -0.213], [-0.111, 0.063, 0.168], [-0.257, 0.405, -0.359], [0.872, -0.526, 0.312], [-1.338, 0.145, 0.110], [0.074, -0.033, -0.598], [0.705, -0.038, 0.101], [0.299, 0.426, -0.174], [-0.546, -0.501, 0.892], [-0.117, 0.024, -0.019], [0.245, 0.026, -0.157], [-0.149, -0.039, 0.146], [0.275, 0.244, -0.299], [-0.614, 1.031, 1.212], [0.309, -1.368, 0.549], [0.697, 0.610, -0.322], [-0.367, -1.466, -0.601], [-0.298, -0.903, -0.892], [-0.158, -0.080, 1.209], [0.850, 1.686, -0.582], [0.028, 0.127, -0.210], [0.027, -0.267, -0.105], [-0.116, 0.033, -0.077], [-0.319, 0.572, -0.226]], "mulliken_charge": [1.86, 1.47, -1.03, -0.74, -0.89, -0.76, 1.83, -0.40, -0.42, -0.80, -0.51, -0.37, -0.25, -1.51, -0.30, 0.66, 0.99, -1.66, -0.22, -1.26, 0.36, 0.43, 0.30, 0.35, 0.33, -0.87, 0.18, 0.03, 0.51, 0.34, 0.59, -0.16, 0.14, 0.31, 0.47, -1.17, 0.08, 1.58, -0.88, -1.50, -0.68, -0.91, -0.12, -0.05, 0.45, 0.38, -0.38, 0.36, 0.37, 0.49, 0.28, 0.29, 0.49, 0.38, 0.12, -0.32, 0.60, -1.42, -0.30, 0.26, 0.21, -1.58, -0.98, 0.07, 0.43, 0.33, 0.27, 0.30, 0.42, -0.08, 0.29, 0.29, 0.40, 0.34, 0.37, 0.09, 0.35, -0.28, 0.34, 0.45, -1.74, 0.75, -0.60, -1.13, -0.80, -0.74, -0.41, -0.35, 0.51, 0.64, 0.37, 0.42, 0.36, 0.19, 0.42, 0.29, 0.33, 0.48, 0.48, 0.17, -0.05, -1.54, -0.75, 1.51, -0.77, -1.60, 0.17, -1.66, 0.18, 0.44, 0.40, 0.31, 0.54, 0.62, 0.64, 0.30, 0.32, 0.19, -0.21, -0.19, 0.31, 0.32, 0.51, 0.25, 0.70, -0.27, 1.01, -0.56, -0.57, -0.43, 0.03, 0.29, -0.69, 0.30, -0.54, 0.94, -0.36, 1.07, -0.50, -0.60, -0.47, 0.33, 0.29, -0.52, 0.22]}



# 2
{"formula": "C3H3N3O", "method": "ωB97M-V/def2-TZVPD", "e_tot_ha": -355.4706, "spin_multiplicity": 1, "largest_force_ev_per_a": 5.05, "orbital_gap_ev": [8.5, 8.5], "symbols": ["O", "C", "N", "C", "N", "C", "N", "H", "H", "H"], "coordinates": [[2.522398, 0.349292, -0.370601], [1.745410, -0.349075, 0.229875], [0.361907, -0.177657, 0.125958], [-0.361679, 0.926304, -0.245044], [-1.585909, 0.983000, 0.308114], [-1.654312, -0.354303, 0.122992], [-0.591142, -1.079420, 0.547848], [2.016135, -1.177824, 0.907175], [-0.071419, 1.614267, -1.013309], [-2.366402, -0.740672, -0.614333]], "forces_ev_per_a": [[-0.276, -0.349, 0.361], [0.046, 0.482, -0.394], [0.300, 1.173, 0.117], [1.367, 2.672, 1.768], [1.456, -0.268, -4.825], [-1.209, -3.167, 3.252], [-1.418, -0.920, -2.240], [-0.170, 0.074, -0.213], [0.970, 0.868, 0.530], [-1.066, -0.563, 1.646]], "mulliken_charge": [-0.49, 0.15, 0.54, -0.13, -0.40, 0.10, -0.82, 0.36, 0.37, 0.32]}